Computed, not measured: 3 unconnected molecules or ions with the total composition C12H35B2O9P2 at a distorted geometry, with ωB97M-V with the def2-TZVPD basis set.

Values from the calculation:
electronic energy	-1887.87908	a.u.
LUMO level	2.23	eV
E_HOMO	-3.28	eV
net charge	-1
orbital gap	5.509	eV

XYZ file:
```
60
Properties=species:S:1:pos:R:3:nbo_charge:R:1
C -0.979 -2.181 0.358 -0.61
C -0.269 -2.016 -0.987 -0.38
C 1.234 -2.311 -0.875 -0.39
C 2.076 -1.378 -1.765 -0.39
C 3.368 -2.095 -2.215 -0.60
B 2.373 0.100 -1.053 -0.61
B 2.364 1.272 -2.297 0.93
C 3.371 1.253 -3.546 -1.04
O 1.409 2.349 -2.366 -0.99
H -0.802 -3.181 0.754 0.18
H -2.041 -1.960 0.257 0.20
H -0.519 -1.467 1.042 0.22
H -0.437 -1.020 -1.391 0.21
H -0.685 -2.768 -1.663 0.17
H 1.565 -2.218 0.162 0.20
H 1.412 -3.346 -1.197 0.16
H 1.476 -1.218 -2.674 0.16
H 3.602 -2.909 -1.523 0.18
H 4.224 -1.422 -2.252 0.20
H 3.241 -2.574 -3.192 0.17
H 3.427 0.119 -0.397 -0.03
H 1.432 0.396 -0.285 -0.05
H 4.369 0.949 -3.231 0.22
H 2.990 0.522 -4.267 0.22
H 3.417 2.226 -4.044 0.19
H 0.627 2.029 -2.830 0.48
C 0.924 2.464 3.997 -0.26
O 0.615 1.070 3.839 -0.76
P 1.757 -0.052 3.791 2.56
O 1.061 -1.221 3.250 -1.11
O 2.014 -0.184 5.397 -0.85
C 0.992 -0.808 6.168 -0.25
O 3.272 -0.140 3.357 -0.80
C 4.060 -1.182 3.942 -0.24
H -0.024 2.995 4.014 0.19
H 1.454 2.641 4.936 0.18
H 1.517 2.831 3.160 0.20
H 0.366 -1.442 5.539 0.22
H 0.371 -0.056 6.661 0.17
H 1.484 -1.416 6.927 0.18
H 3.485 -2.105 3.989 0.20
H 4.410 -0.897 4.932 0.18
H 4.907 -1.308 3.272 0.20
C -2.827 3.104 -0.949 -0.26
O -2.862 1.755 -1.436 -0.74
P -4.162 0.812 -1.447 2.52
O -3.601 -0.534 -1.582 -1.08
O -4.754 1.476 -2.825 -0.85
C -4.026 1.234 -4.029 -0.26
O -5.630 0.645 -0.824 -0.81
C -6.589 -0.042 -1.635 -0.24
H -1.809 3.455 -1.096 0.22
H -3.520 3.735 -1.510 0.18
H -3.061 3.144 0.113 0.18
H -3.402 0.344 -3.935 0.21
H -3.398 2.091 -4.276 0.18
H -4.757 1.086 -4.824 0.18
H -6.125 -0.897 -2.124 0.20
H -7.022 0.629 -2.372 0.19
H -7.361 -0.381 -0.947 0.19
```



Computed, not measured: a molecular structure, C40H67N4P2RuSi4Te, with ωB97M-V with the def2-TZVPD basis set.

Values from the calculation:
energy relative to the best compared isomer or geometry (same formula, charge and spin)	1.716	eV
electronic energy	-3986.69246	a.u.
LUMO level (spin up / spin down)	-4.57 / -6.85	eV
E_HOMO (spin up / spin down)	-12.51 / -12.62	eV
⟨S²⟩	0.757
net charge	+2
orbital gap (spin up / spin down)	7.947 / 5.771	eV
2S+1	2

XYZ file:
```
119
Properties=species:S:1:pos:R:3:mulliken_spin:R:1
Ru -0.257 -0.265 0.213 0.16
N 0.781 -0.647 -1.735 0.01
C 2.182 -0.723 -1.226 -0.08
C 2.642 0.603 -0.684 0.00
N 1.634 1.169 0.262 0.01
C 2.049 1.202 1.690 -0.01
C 0.851 1.180 2.641 0.00
N 0.108 -0.057 2.361 0.02
C 1.271 2.541 -0.199 0.00
C -0.173 2.877 0.085 0.00
N -0.942 1.739 -0.437 0.00
H 0.533 -1.563 -2.107 0.01
H 0.703 0.004 -2.515 0.00
H 2.883 -1.101 -1.971 0.00
H 2.151 -1.443 -0.412 0.06
H 2.761 1.304 -1.510 0.00
H 3.632 0.501 -0.233 0.00
H 2.647 2.097 1.897 0.00
H 2.692 0.339 1.882 0.01
H 0.194 2.028 2.495 0.00
H 1.204 1.220 3.675 0.00
H -0.640 -0.244 3.024 0.00
H 0.783 -0.807 2.481 0.02
H 1.383 2.566 -1.283 0.00
H 1.959 3.286 0.210 0.00
H -0.446 3.815 -0.403 0.00
H -0.397 2.987 1.138 0.00
H -0.857 1.726 -1.454 0.00
H -1.934 1.892 -0.286 0.00
C -3.240 -2.332 0.584 0.06
P -2.498 -0.708 0.271 0.01
C -3.128 0.252 1.698 0.00
C -3.668 1.533 1.612 0.00
C -4.027 2.231 2.760 0.00
C -3.863 1.655 4.008 0.00
C -3.345 0.370 4.109 0.00
C -2.982 -0.323 2.965 0.00
C -3.395 -0.098 -1.190 0.01
C -2.740 -0.053 -2.421 0.01
C -3.403 0.380 -3.560 0.00
C -4.735 0.767 -3.478 0.00
C -5.406 0.691 -2.266 0.00
C -4.744 0.253 -1.129 -0.01
P -3.276 -3.404 -0.912 0.03
C -3.933 -4.955 -0.171 0.01
C -4.385 -5.915 -1.082 0.01
C -4.893 -7.124 -0.644 0.00
C -4.949 -7.405 0.717 0.00
C -4.499 -6.466 1.628 0.00
C -3.996 -5.246 1.188 0.00
C -4.779 -2.766 -1.737 0.01
C -4.709 -2.477 -3.096 0.00
C -5.850 -2.102 -3.795 0.00
C -7.063 -2.004 -3.135 0.00
C -7.141 -2.286 -1.773 0.00
C -6.007 -2.672 -1.081 0.00
H -4.224 -2.194 1.042 0.00
H -2.605 -2.840 1.316 -0.02
H -3.855 1.996 0.650 0.00
H -4.456 3.220 2.671 0.00
H -4.155 2.194 4.899 0.00
H -3.239 -0.098 5.079 0.00
H -2.594 -1.333 3.062 0.00
H -1.709 -0.378 -2.482 -0.01
H -2.889 0.406 -4.511 0.00
H -5.255 1.108 -4.362 0.00
H -6.452 0.962 -2.208 0.00
H -5.286 0.176 -0.194 0.00
H -4.348 -5.707 -2.146 0.00
H -5.246 -7.851 -1.363 0.00
H -5.346 -8.350 1.061 0.00
H -4.544 -6.676 2.689 0.00
H -3.659 -4.535 1.931 0.00
H -3.760 -2.565 -3.614 0.00
H -5.791 -1.896 -4.856 0.00
H -7.954 -1.722 -3.679 0.00
H -8.092 -2.227 -1.261 0.00
H -6.086 -2.938 -0.033 0.00
C 3.718 -3.668 -1.890 0.00
Si 3.526 -4.445 -0.188 0.03
C 4.517 -6.029 -0.129 0.00
C 4.118 -3.311 1.195 0.00
Si 1.252 -4.978 0.118 0.05
Te 0.017 -2.841 0.869 0.54
Si 0.324 -5.808 -1.892 0.03
C -1.258 -6.728 -1.502 -0.01
C 0.042 -4.384 -3.078 0.00
C 1.608 -7.002 -2.550 0.00
Si 0.846 -6.263 2.055 0.00
C 1.796 -5.507 3.482 0.01
C -0.989 -6.280 2.418 0.01
C 1.477 -7.978 1.652 0.00
H 4.666 -3.135 -1.986 0.00
H 2.905 -2.983 -2.130 0.00
H 3.706 -4.450 -2.650 0.00
H 5.565 -5.824 -0.357 0.00
H 4.156 -6.760 -0.853 0.00
H 4.478 -6.485 0.862 0.00
H 5.131 -2.954 0.995 0.00
H 4.138 -3.856 2.141 0.00
H 3.474 -2.441 1.339 0.01
H -1.922 -6.161 -0.841 0.01
H -1.033 -7.682 -1.022 0.00
H -1.807 -6.943 -2.422 0.00
H -0.602 -3.624 -2.627 0.01
H -0.455 -4.740 -3.982 0.00
H 0.989 -3.930 -3.377 0.00
H 1.946 -7.694 -1.777 0.00
H 2.481 -6.490 -2.956 0.00
H 1.175 -7.600 -3.355 0.00
H 1.641 -4.428 3.543 0.00
H 2.867 -5.692 3.389 0.00
H 1.465 -5.943 4.428 0.00
H -1.367 -5.272 2.602 0.00
H -1.183 -6.875 3.313 0.00
H -1.563 -6.711 1.596 0.00
H 2.520 -7.963 1.331 0.00
H 0.885 -8.445 0.863 0.00
H 1.413 -8.619 2.534 0.00
```



Computed, not measured: C3H6N4 in the gas phase at a distorted geometry, with ωB97M-V with the def2-TZVPD basis set.

Values from the calculation:
energy relative to the best compared isomer or geometry (same formula, charge and spin)	2.567	eV
electronic energy	-336.85493	a.u.
LUMO level	0.67	eV
E_HOMO	-8.35	eV
orbital gap	9.014	eV

XYZ file:
```
13
Properties=species:S:1:pos:R:3:nbo_charge:R:1
C -0.705 1.608 0.909 -0.43
N -0.319 1.152 -0.537 -0.65
C 0.147 -0.204 -0.457 0.52
N 0.984 -0.657 -1.492 -0.53
C 1.279 -1.849 -1.024 0.15
N 0.613 -2.201 0.092 -0.35
N -0.276 -1.198 0.290 -0.39
H -1.524 0.901 1.387 0.18
H -1.328 2.492 1.124 0.23
H 0.103 1.578 1.588 0.20
H -0.003 1.898 -1.294 0.45
H 2.188 -2.325 -1.398 0.20
H -1.160 -1.196 0.812 0.43
```



Computed, not measured: a molecular structure, C32H48F3O25TiV at a distorted geometry, with ωB97M-V with the def2-TZVPD basis set.

Values from the calculation:
electronic energy	-5222.05711	a.u.
LUMO level (spin up / spin down)	-3.88 / -3.88	eV
E_HOMO (spin up / spin down)	-9.25 / -12.02	eV
⟨S²⟩	3.751
net charge	+1
orbital gap (spin up / spin down)	5.371 / 8.137	eV
2S+1	4

XYZ file:
```
110
Properties=species:S:1:pos:R:3:mulliken_spin:R:1
O 20.996 6.854 8.428 0.00
V 21.021 8.390 8.754 -0.01
O 20.938 8.621 10.349 0.00
Ti 20.905 12.716 8.335 3.14
C 20.987 10.242 6.524 -0.18
O 20.646 8.858 6.485 0.02
O 21.179 10.419 7.862 -0.05
C 22.169 10.593 5.588 -0.02
F 21.938 10.130 4.341 0.00
F 22.365 11.912 5.507 -0.02
F 23.304 10.026 6.015 0.00
C 19.758 8.377 5.478 0.01
C 19.348 6.931 5.684 0.00
H 18.539 6.703 4.991 0.00
H 20.197 6.333 5.338 0.00
H 19.112 6.628 6.697 0.00
H 20.137 8.569 4.475 0.00
H 18.819 8.943 5.556 0.00
H 20.099 10.723 6.085 0.11
C 16.970 11.292 5.470 0.00
C 16.932 12.489 6.426 0.01
C 15.855 12.371 7.497 0.00
O 16.583 12.347 8.737 0.00
C 17.887 12.448 8.516 -0.02
O 18.761 12.436 9.347 -0.01
O 18.155 12.424 7.203 0.02
H 16.872 10.377 6.061 0.00
H 17.884 11.296 4.883 0.00
H 16.090 11.283 4.825 0.00
H 16.913 13.407 5.843 0.00
H 15.232 11.480 7.453 0.00
H 15.226 13.260 7.510 0.00
C 14.940 7.349 11.004 0.00
C 15.473 8.432 10.060 0.00
C 16.350 9.490 10.736 0.00
O 17.618 9.378 10.052 0.00
C 17.579 8.382 9.199 0.01
O 18.508 7.988 8.532 0.01
O 16.389 7.796 9.160 0.00
H 14.452 6.598 10.387 0.00
H 14.223 7.814 11.685 0.00
H 15.707 6.870 11.609 0.00
H 14.625 8.856 9.521 0.00
H 16.568 9.202 11.768 0.00
H 16.016 10.522 10.772 0.00
C 18.806 6.487 0.443 0.00
C 18.672 6.459 1.960 0.00
C 17.593 5.518 2.503 0.00
O 18.345 4.462 3.138 0.00
C 19.656 4.710 3.062 0.00
O 20.499 4.008 3.513 0.00
O 19.894 5.908 2.475 0.00
H 19.702 7.036 0.161 0.00
H 17.954 6.987 -0.019 0.00
H 18.871 5.449 0.114 0.00
H 18.508 7.456 2.374 0.00
H 17.044 5.111 1.656 0.00
H 16.998 5.955 3.300 0.00
C 21.791 13.073 2.164 0.00
C 20.817 12.210 1.384 0.00
C 21.465 10.847 0.998 0.00
O 20.457 9.911 1.323 0.00
C 19.487 10.484 2.037 0.00
O 18.513 9.951 2.460 0.00
O 19.709 11.813 2.145 0.00
H 22.628 13.392 1.548 0.00
H 22.022 12.654 3.145 0.00
H 21.274 13.977 2.514 0.00
H 20.525 12.763 0.487 0.00
H 22.348 10.708 1.620 0.00
H 21.784 10.921 -0.039 0.00
C 25.452 10.369 2.468 0.00
C 26.321 11.149 3.454 0.00
C 25.655 12.447 3.966 0.00
O 25.799 12.365 5.388 0.00
C 26.267 11.137 5.727 0.00
O 26.443 10.771 6.838 0.00
O 26.433 10.371 4.638 0.00
H 25.617 9.295 2.584 0.00
H 25.785 10.485 1.431 0.00
H 24.391 10.601 2.500 0.00
H 27.281 11.463 3.048 0.00
H 24.594 12.543 3.732 0.00
H 26.195 13.315 3.593 0.00
C 15.968 2.801 5.385 0.00
C 16.901 2.967 6.572 0.00
C 17.762 4.239 6.538 0.00
O 17.640 4.751 7.861 0.00
C 16.555 4.250 8.455 0.00
O 16.134 4.604 9.516 0.00
O 16.047 3.277 7.694 0.00
H 15.349 3.674 5.190 0.00
H 15.279 1.989 5.621 0.00
H 16.586 2.542 4.523 0.00
H 17.483 2.070 6.785 0.00
H 17.352 4.988 5.860 0.00
H 18.794 3.999 6.291 0.00
C 23.024 6.862 4.991 0.00
C 24.501 6.669 4.742 0.00
C 25.448 7.388 5.719 0.00
O 26.188 6.319 6.305 0.00
C 25.769 5.129 5.843 0.00
O 26.193 4.083 6.211 0.00
O 24.824 5.285 4.905 0.00
H 22.669 6.447 5.938 0.00
H 22.342 6.448 4.244 0.00
H 22.819 7.931 4.997 0.00
H 24.720 6.952 3.710 0.00
H 24.904 7.920 6.498 0.00
H 26.122 8.035 5.169 0.00
```



Computed, not measured: a gas-phase ion, C3H8NO2 (charge -1) at a distorted geometry, with ωB97M-V with the def2-TZVPD basis set.

Values from the calculation:
energy relative to the best compared isomer or geometry (same formula, charge and spin)	4.011	eV
electronic energy	-324.26798	a.u.
LUMO level	4.07	eV
E_HOMO	-2.47	eV
net charge	-1
orbital gap	6.543	eV

XYZ file:
```
14
Properties=species:S:1:pos:R:3:nbo_charge:R:1
N -0.502 0.857 1.568 -0.90
C -0.301 0.192 0.105 -0.09
C -0.733 -1.362 0.258 -0.06
O -0.979 -1.851 -1.054 -0.97
C 1.079 0.327 -0.458 -0.09
O 1.456 1.718 -0.754 -0.75
H -0.461 -0.042 2.093 0.35
H -1.538 1.055 1.626 0.34
H -0.982 0.866 -0.523 0.17
H -1.655 -1.499 1.115 0.04
H 0.053 -2.064 0.660 0.12
H 1.382 -0.314 -1.372 0.22
H 1.595 -0.085 0.450 0.14
H 1.035 2.207 0.003 0.47
```



Computed, not measured: C4H8S in the gas phase at a distorted geometry, with ωB97M-V with the def2-TZVPD basis set.

Values from the calculation:
energy relative to the best compared isomer or geometry (same formula, charge and spin)	1.602	eV
electronic energy	-555.31105	a.u.
LUMO level	0.93	eV
E_HOMO	-8.82	eV
orbital gap	9.750	eV

XYZ file:
```
13
Properties=species:S:1:pos:R:3:nbo_charge:R:1
C -0.196 1.602 0.103 -0.61
C -0.175 -0.066 -0.007 -0.19
S -1.837 -0.607 0.103 -0.01
C 0.614 -0.976 0.823 -0.44
C 0.899 -0.909 -0.632 -0.42
H -0.535 1.954 1.216 0.23
H -0.887 1.967 -0.702 0.22
H 0.921 1.826 -0.032 0.21
H -2.343 -0.360 -1.162 0.12
H 1.305 -0.833 1.635 0.23
H -0.097 -1.731 1.029 0.22
H 0.618 -1.633 -1.383 0.23
H 1.712 -0.234 -0.991 0.22
```



Computed, not measured: 2 unconnected molecules or ions with the total composition C2H8N4 at a distorted geometry, with ωB97M-V with the def2-TZVPD basis set.

Values from the calculation:
energy relative to the best compared isomer or geometry (same formula, charge and spin)	1.254	eV
electronic energy	-299.15360	a.u.
LUMO level (spin up / spin down)	-8.71 / -10.77	eV
E_HOMO (spin up / spin down)	-16.84 / -20.29	eV
⟨S²⟩	2.018
net charge	+2
orbital gap (spin up / spin down)	8.126 / 9.518	eV
2S+1	3

XYZ file:
```
14
Properties=species:S:1:pos:R:3:mulliken_spin:R:1
C 1.867 0.162 -0.372 0.05
C -2.173 -0.447 0.217 0.89
N 3.070 -0.185 0.029 0.14
N -0.341 0.852 0.141 0.80
N -3.173 0.141 -0.219 -0.08
N 0.736 0.200 0.499 0.14
H 1.658 0.749 -1.311 0.00
H -1.869 -1.434 0.431 0.02
H 4.011 -0.070 -0.558 -0.01
H 3.267 -0.381 0.952 0.00
H -0.479 0.966 -0.858 -0.02
H -4.152 -0.181 -0.343 0.05
H -3.148 1.079 -0.484 0.03
H 0.962 0.138 1.593 -0.01
```



Computed, not measured: 2 unconnected molecules or ions with the total composition C9H14 at a distorted geometry, with ωB97M-V with the def2-TZVPD basis set.

Values from the calculation:
energy relative to the best compared isomer or geometry (same formula, charge and spin)	1.388	eV
electronic energy	-350.95798	a.u.
LUMO level (spin up / spin down)	-4.39 / -8.48	eV
E_HOMO (spin up / spin down)	-13.85 / -13.85	eV
⟨S²⟩	0.769
net charge	+1
orbital gap (spin up / spin down)	9.461 / 5.369	eV
2S+1	2

XYZ file:
```
23
Properties=species:S:1:pos:R:3:mulliken_spin:R:1
C 1.395 0.810 2.055 0.03
C 0.279 1.628 -1.925 0.21
C 1.595 1.302 -1.757 -0.06
C -0.683 1.538 -0.926 0.16
C 1.969 0.964 -0.369 0.31
C -0.330 1.066 0.315 0.00
C 1.015 0.966 0.661 0.26
H -0.098 1.863 -2.964 0.00
H 2.325 1.329 -2.528 0.00
H -1.611 1.822 -1.251 0.01
H 3.032 0.727 -0.197 0.00
H -1.113 1.032 1.102 0.00
H 2.165 0.030 2.112 0.03
H 0.457 0.569 2.711 0.00
H 1.906 1.679 2.542 0.04
C -1.805 -3.829 0.113 0.00
C -2.471 -2.700 1.035 0.00
H -0.962 -3.338 -0.461 0.00
H -1.431 -4.758 0.564 0.00
H -2.523 -3.889 -0.768 0.00
H -3.106 -2.171 0.435 0.00
H -1.763 -2.168 1.668 0.00
H -3.069 -3.193 1.825 0.00
```